Entry 1:
# C38H52F13INO10S

4 unconnected molecules or ions with the total composition C38H52F13INO10S (wB97M-V/def2-TZVPD, OMol25).

Properties
HOMO energy ... -10.4 eV
Molar mass ... 1088.8 g/mol
Multiplicity ... 1
Net charge ... +1

Last column: Mulliken charge in e.
Cartesian coordinates (Å):
C  5.728  2.181  1.643  -1.603
C  5.372  1.031  0.701  -0.211
C  4.923  1.485  -0.708  -1.303
C  3.786  0.664  -1.323  -0.867
N  3.981  -0.793  -1.060  0.250
C  2.763  -1.640  -1.392  -1.439
C  3.144  -3.094  -1.083  -0.474
C  3.029  -4.012  -2.305  -0.898
F  2.119  -5.022  -2.067  -0.320
C  1.631  -1.056  -0.530  2.134
C  0.385  -1.927  -0.807  -2.387
C  -0.001  -2.017  -2.305  0.239
C  -1.219  -2.888  -2.371  0.081
F  -1.053  -4.204  -2.595  -0.313
C  -2.468  -2.375  -2.153  0.222
F  -3.014  -1.515  -2.996  -0.224
F  -3.243  -2.631  -1.116  -0.225
C  1.957  -1.102  0.999  -0.564
C  0.934  -1.804  1.878  -0.601
C  1.172  -3.134  2.239  0.120
C  0.269  -3.863  3.006  -1.090
C  -0.910  -3.243  3.424  -0.517
C  -1.168  -1.912  3.089  -1.263
C  -0.244  -1.204  2.321  0.399
O  1.308  0.235  -1.047  -0.017
C  2.351  1.218  -1.108  2.206
C  2.211  2.163  0.124  -1.043
C  0.853  2.172  0.823  -0.330
C  -0.270  2.911  0.093  -0.141
C  -1.511  2.910  0.975  -1.415
C  -2.693  3.735  0.451  0.670
F  -2.204  4.904  0.014  -0.320
F  -3.517  3.928  1.502  -0.123
C  -3.413  2.972  -0.688  0.705
F  -2.655  3.121  -1.781  -0.330
F  -3.479  1.666  -0.451  -0.291
S  -5.166  3.588  -1.112  1.368
F  -4.830  5.012  -0.529  -0.344
F  -4.719  4.059  -2.552  -0.304
F  -5.525  2.168  -1.741  -0.291
F  -5.681  3.063  0.291  -0.283
F  -6.620  4.083  -1.433  -0.274
C  1.999  2.100  -2.342  -1.847
I  1.628  0.912  -4.112  0.144
C  2.999  3.192  -2.705  -0.023
C  2.455  4.168  -3.777  -1.413
H  5.659  1.824  2.667  0.414
H  5.025  3.004  1.520  0.297
H  6.740  2.547  1.496  0.403
H  4.565  0.460  1.172  0.050
H  6.228  0.365  0.595  0.511
H  5.775  1.392  -1.383  0.646
H  4.683  2.542  -0.685  0.316
H  3.949  0.748  -2.397  0.501
H  4.715  -1.097  -1.701  0.624
H  4.310  -1.028  -0.120  0.596
H  2.579  -1.457  -2.445  1.227
H  2.572  -3.518  -0.264  -0.099
H  4.190  -3.120  -0.774  0.787
H  2.690  -3.482  -3.196  0.374
H  3.980  -4.482  -2.547  0.379
H  -0.483  -1.489  -0.328  0.982
H  0.550  -2.950  -0.486  0.470
H  -0.304  -1.051  -2.707  -0.160
H  0.765  -2.519  -2.896  0.262
H  2.121  -0.112  1.420  0.501
H  2.882  -1.659  1.168  0.316
H  2.085  -3.612  1.913  0.091
H  0.440  -4.894  3.274  0.491
H  -1.611  -3.834  3.997  0.405
H  -2.082  -1.443  3.420  0.484
H  -0.473  -0.175  2.079  0.620
H  2.417  3.199  -0.141  0.745
H  2.944  1.927  0.896  0.201
H  0.492  1.190  1.098  -1.350
H  1.013  2.704  1.767  0.913
H  0.037  3.905  -0.222  0.315
H  -0.495  2.333  -0.806  0.298
H  -1.822  1.909  1.261  0.319
H  -1.250  3.418  1.907  0.438
H  1.047  2.586  -2.163  0.564
H  3.346  3.774  -1.854  0.287
H  3.888  2.729  -3.139  0.249
H  3.048  4.089  -4.682  0.373
H  2.599  5.188  -3.427  0.371
H  1.406  4.007  -4.003  0.382
C  -6.137  -2.062  -3.966  -0.033
C  -6.835  -0.738  -3.750  0.053
O  -6.930  -0.224  -5.080  -0.315
C  -6.881  -1.271  -5.944  0.623
O  -7.099  -1.198  -7.105  -0.510
O  -6.544  -2.413  -5.290  -0.360
H  -6.444  -2.825  -3.255  0.343
H  -5.051  -1.972  -3.945  0.033
H  -7.841  -0.856  -3.343  0.252
H  -6.274  -0.059  -3.116  -0.054
C  -7.078  3.082  3.642  -0.191
C  -5.682  3.593  3.927  -0.013
O  -5.584  3.450  5.344  -0.361
C  -6.464  2.490  5.733  0.600
O  -6.508  2.016  6.817  -0.506
O  -7.280  2.147  4.704  -0.355
H  -7.165  2.591  2.676  0.197
H  -7.833  3.866  3.711  0.273
H  -4.909  2.982  3.457  0.064
H  -5.540  4.631  3.634  0.295
C  5.513  -5.160  4.578  -0.378
C  4.340  -5.961  4.053  -0.329
O  3.727  -5.032  3.143  -0.267
C  4.665  -4.147  2.759  0.525
O  4.504  -3.344  1.885  -0.430
O  5.787  -4.271  3.482  -0.363
H  6.382  -5.769  4.807  0.310
H  5.255  -4.563  5.453  0.275
H  4.648  -6.845  3.494  0.264
H  3.642  -6.257  4.831  0.318

---

Entry 2:
# C4H10NO

2 unconnected molecules or ions with the total composition C4H10NO (wB97M-V/def2-TZVPD, OMol25).

Properties
HOMO energy ... -12.2 eV
Molar mass ... 88.1 g/mol
Multiplicity ... 1
Net charge ... +1
Energy relative to the best compared isomer or geometry (same formula, charge and spin) ... 53.1 kcal per mole

Last column: natural (NBO) charge in e.
Cartesian coordinates (Å):
C  0.881  0.208  1.922  0.173
N  2.152  0.234  1.795  -0.593
H  0.421  -0.725  2.224  0.244
H  0.274  1.065  1.653  0.248
H  2.747  1.054  1.801  0.451
H  2.658  -0.651  1.779  0.443
C  -1.152  1.327  -1.337  -0.637
C  -0.451  0.056  -0.964  -0.298
C  -0.949  -1.164  -1.144  0.150
O  -0.337  -2.258  -0.589  -0.696
H  -0.542  1.965  -1.981  0.225
H  -2.083  1.115  -1.861  0.232
H  -1.393  1.938  -0.464  0.208
H  0.550  0.108  -0.539  0.167
H  -1.768  -1.348  -1.831  0.191
H  -1.006  -2.924  -0.463  0.492

---

Entry 3:
# C18H36N2O2Rb

A molecular structure, C18H36N2O2Rb (wB97M-V/def2-TZVPD, OMol25).

Properties
HOMO energy ... -2.7 eV
Molar mass ... 398.0 g/mol
Multiplicity ... 1
Net charge ... -1
Energy relative to the best compared isomer or geometry (same formula, charge and spin) ... 0.0 kcal per mole

Last column: natural (NBO) charge in e.
Cartesian coordinates (Å):
Rb  1.463  -48.013  -2.231  0.953
C  3.026  -45.705  -0.226  -0.597
C  4.400  -46.189  -0.634  0.115
C  4.930  -47.172  0.423  -0.395
C  6.254  -47.796  -0.025  -0.401
C  6.015  -48.568  -1.319  -0.391
C  5.408  -47.691  -2.431  0.106
N  4.308  -46.922  -1.902  -0.261
O  3.720  -46.159  -2.924  -0.880
C  4.834  -48.643  -3.476  -0.597
C  6.497  -46.824  -3.086  -0.654
C  5.332  -44.960  -0.702  -0.646
H  3.099  -45.232  0.757  0.195
H  2.249  -46.475  -0.195  0.176
H  2.641  -44.978  -0.945  0.232
H  4.176  -47.960  0.505  0.204
H  5.090  -46.690  1.392  0.191
H  6.569  -48.496  0.758  0.194
H  7.015  -47.021  -0.121  0.193
H  5.424  -49.459  -1.093  0.202
H  6.989  -48.957  -1.660  0.191
H  4.393  -48.053  -4.280  0.237
H  4.036  -49.254  -3.034  0.181
H  5.597  -49.334  -3.841  0.189
H  7.376  -46.705  -2.441  0.183
H  6.059  -45.864  -3.352  0.247
H  6.892  -47.299  -3.991  0.193
H  4.870  -44.171  -1.300  0.221
H  6.282  -45.203  -1.163  0.210
H  5.475  -44.553  0.306  0.185
C  0.713  -50.881  -3.812  -0.593
C  0.996  -51.770  -2.603  0.101
C  2.426  -52.298  -2.855  -0.387
C  3.128  -52.866  -1.626  -0.405
C  3.122  -51.757  -0.578  -0.393
C  1.710  -51.325  -0.208  0.107
N  0.978  -50.928  -1.404  -0.256
O  -0.275  -50.379  -1.130  -0.868
C  1.816  -50.128  0.731  -0.598
C  1.037  -52.454  0.614  -0.652
C  0.012  -52.922  -2.539  -0.644
H  1.413  -50.045  -3.827  0.174
H  -0.298  -50.469  -3.747  0.227
H  0.828  -51.427  -4.751  0.194
H  3.053  -51.490  -3.255  0.195
H  2.434  -53.056  -3.651  0.193
H  4.170  -53.081  -1.867  0.197
H  2.565  -53.732  -1.279  0.192
H  3.651  -50.914  -1.042  0.200
H  3.676  -52.078  0.310  0.194
H  2.210  -49.214  0.261  0.180
H  2.493  -50.329  1.564  0.191
H  0.814  -49.836  1.047  0.237
H  0.003  -52.141  0.801  0.232
H  1.517  -52.557  1.588  0.191
H  0.967  -53.382  0.057  0.193
H  0.298  -53.698  -1.828  0.193
H  -0.167  -53.416  -3.502  0.187
H  -0.961  -52.551  -2.195  0.241

---

Max |F| in hartree/bohr, matching the order above: 0.0416 0.0171 0.0334